Record 1
The following is a quantum chemistry calculation of a structure of composition C32H100Cl2N8O14Sr, from OMol25.

```
157
Properties=species:S:1:pos:R:3:forces:R:3:mulliken_charge:R:1
Sr 1.260 0.425 0.290 0.4 -0.2 -0.5 -1.716
Cl 1.141 3.336 -0.058 0.3 -0.1 0.2 -0.785
Cl 0.471 -2.425 -0.449 -0.3 0.1 0.3 -0.762
C -3.318 4.838 1.777 0.2 0.9 -1.0 -1.515
C -2.142 3.898 2.000 0.3 0.8 1.0 0.415
C -1.893 3.704 3.471 -0.8 -0.6 2.6 0.132
O -1.579 4.889 4.226 -0.6 -0.6 -1.7 -0.377
C -1.219 4.576 5.527 -1.2 -0.3 0.2 -0.682
N -2.286 2.540 1.453 1.7 1.2 -1.0 -0.086
H -3.308 5.152 0.659 -0.1 0.1 2.0 0.251
H -3.346 5.665 2.573 0.2 -0.9 -1.6 0.289
H -4.219 4.269 1.898 -0.8 -0.3 0.2 0.449
H -1.246 4.412 1.628 0.0 -0.6 -0.3 0.299
H -1.053 3.040 3.665 0.2 -0.4 -0.5 -0.527
H -2.785 3.170 4.014 1.0 0.8 -1.0 0.161
H -0.447 3.850 5.627 1.4 -0.5 -0.4 0.218
H -2.019 4.038 6.083 -0.2 0.9 -0.1 0.272
H -0.928 5.531 5.905 0.1 0.3 1.1 0.328
H -2.123 2.614 0.441 -0.1 -0.1 0.2 -0.078
H -3.215 2.233 1.552 -1.5 -0.4 0.3 0.259
C -3.690 3.129 -4.452 -1.3 0.2 0.7 -1.405
C -2.406 2.391 -4.512 3.0 -0.4 1.3 1.759
C -1.969 1.748 -5.848 -0.7 -0.6 1.6 -1.026
O -0.658 1.245 -5.843 0.5 0.2 -0.1 -0.349
C -0.368 0.139 -5.031 -0.1 -1.2 1.1 0.241
N -1.370 3.385 -4.053 -1.8 -0.7 0.5 -0.542
H -4.586 2.545 -4.693 0.3 0.1 -0.7 0.401
H -3.561 4.029 -5.071 -0.6 -0.1 0.1 0.359
H -3.928 3.402 -3.395 0.6 0.2 -0.7 0.298
H -2.375 1.551 -3.741 -0.2 1.0 -0.8 -0.872
H -1.934 2.422 -6.670 -0.6 0.7 -0.7 0.338
H -2.733 0.967 -5.922 0.1 -0.4 -0.9 0.365
H -1.287 -0.098 -4.411 1.2 0.0 -0.4 -0.235
H 0.529 0.340 -4.345 -1.4 -0.1 -0.9 -0.208
H -0.128 -0.781 -5.650 -0.3 1.0 0.5 0.338
H -1.489 4.241 -4.541 0.2 0.7 -0.6 0.254
H -0.434 3.067 -4.095 1.2 -0.5 -0.4 0.101
C 2.982 2.316 -5.754 -0.2 -0.5 -1.2 -1.531
C 3.144 2.203 -4.245 0.1 0.0 0.5 1.604
C 4.554 2.679 -3.749 -2.5 0.4 -1.0 -0.438
O 4.498 4.087 -4.015 0.2 -1.7 -0.8 -0.386
C 5.310 4.861 -3.225 -1.3 -1.0 2.3 -0.769
N 2.069 3.003 -3.614 0.0 0.1 -0.1 -0.322
H 3.015 3.347 -6.149 -0.1 -0.3 0.5 0.322
H 2.038 1.834 -6.116 0.5 0.6 0.6 0.215
H 3.763 1.768 -6.302 0.1 0.1 0.3 0.383
H 3.027 1.125 -3.959 -0.1 0.9 -0.1 -0.625
H 5.318 2.113 -4.244 0.8 0.2 -0.8 0.501
H 4.665 2.420 -2.709 -0.1 0.4 0.9 -0.060
H 6.327 4.634 -3.334 1.8 -0.1 -0.3 0.354
H 5.024 4.667 -2.152 0.4 0.4 -0.5 0.185
H 5.066 5.850 -3.456 0.0 1.7 -0.3 0.307
H 2.349 3.936 -3.323 0.5 0.2 -1.0 0.289
H 1.843 2.683 -2.706 -0.5 -1.3 1.1 -0.063
C -3.129 -0.703 0.483 -1.9 0.6 0.1 -0.606
C -3.680 -1.281 -0.787 0.7 0.6 -2.0 1.037
C -4.742 -0.345 -1.360 0.9 -0.6 0.0 -1.208
O -5.151 -0.759 -2.649 -1.4 -0.5 -0.1 -0.325
C -5.752 -2.059 -2.727 0.6 -0.7 1.3 -0.187
N -2.587 -1.456 -1.828 -0.7 0.8 1.7 -0.094
H -4.025 -0.689 1.101 0.1 -0.5 0.9 0.735
H -2.866 0.360 0.541 0.5 -0.4 -0.9 -0.713
H -2.368 -1.331 0.847 1.0 -0.6 0.9 -0.109
H -4.203 -2.223 -0.631 0.3 -0.3 0.6 0.064
H -4.210 0.574 -1.529 -0.1 0.8 -0.1 0.385
H -5.537 -0.211 -0.603 -0.1 -0.1 -0.5 0.438
H -5.007 -2.813 -2.368 -0.7 0.4 -0.1 -0.196
H -5.891 -2.326 -3.758 -0.3 0.4 -0.6 0.325
H -6.723 -2.245 -2.161 1.1 0.8 -0.5 0.264
H -2.989 -1.629 -2.723 -0.3 -0.3 -0.7 0.277
H -2.026 -2.236 -1.530 0.5 -0.3 -0.2 -0.047
C 5.574 -2.013 -0.845 0.0 2.1 -0.3 -1.174
C 5.007 -2.913 -1.943 -0.1 1.5 0.5 0.311
C 3.846 -3.601 -1.274 -1.3 0.3 -0.9 -0.204
O 3.306 -4.679 -2.100 2.5 2.4 0.8 -0.429
C 2.292 -5.378 -1.505 -1.7 -0.5 0.3 -0.329
N 4.541 -2.061 -3.073 0.4 -0.8 0.0 -0.630
H 6.307 -1.197 -1.099 -1.0 -0.5 -0.8 0.362
H 6.223 -2.527 -0.192 0.1 -1.2 1.3 0.534
H 4.726 -1.509 -0.315 0.7 -0.5 -0.1 -0.100
H 5.785 -3.596 -2.209 0.4 -0.8 -0.5 0.464
H 3.077 -2.806 -1.085 0.2 -0.7 -0.4 -0.255
H 4.155 -3.860 -0.270 0.1 -1.0 0.2 0.393
H 1.451 -4.711 -1.206 0.4 -0.5 -0.2 -0.007
H 2.590 -5.981 -0.623 0.1 0.2 -0.3 0.206
H 1.989 -6.025 -2.326 -0.5 -0.4 0.4 0.337
H 4.052 -2.669 -3.728 0.0 0.0 0.0 0.236
H 5.364 -1.730 -3.573 -0.2 0.1 0.1 0.257
C -2.005 -6.115 2.889 1.8 0.6 -1.8 -1.889
C -1.516 -5.079 1.846 -0.8 -0.1 0.2 0.933
C -2.634 -4.724 0.895 -1.0 1.6 0.1 -0.063
O -2.774 -5.665 -0.102 -0.7 -1.4 -1.5 -0.410
C -3.975 -5.560 -0.915 1.1 1.1 0.9 -0.432
N -1.197 -3.849 2.561 -0.7 -2.6 2.5 0.044
H -2.693 -5.716 3.577 -0.9 0.8 0.7 0.345
H -1.145 -6.481 3.410 0.5 -0.5 0.5 0.480
H -2.441 -6.890 2.324 -0.6 -1.3 -0.4 0.498
H -0.689 -5.450 1.177 -0.4 0.0 0.8 -0.052
H -2.378 -3.740 0.442 -0.2 -0.2 0.1 -0.468
H -3.604 -4.581 1.452 0.7 -0.1 -0.2 0.306
H -4.833 -5.655 -0.242 -0.2 0.0 -0.2 0.315
H -3.969 -6.361 -1.652 0.1 0.1 0.1 0.315
H -4.008 -4.552 -1.423 0.0 -0.9 0.4 -0.091
H -0.582 -4.155 3.349 -0.3 1.0 -1.1 0.251
H -0.769 -3.255 1.939 1.7 1.9 -1.4 -0.206
C -1.562 0.528 5.498 0.9 1.0 -1.2 -1.080
C -1.165 -0.911 5.442 -0.4 -1.7 0.6 0.288
C -2.432 -1.782 5.512 0.8 -0.1 -2.8 -0.536
O -2.845 -1.952 6.797 0.1 -0.2 1.8 -0.395
C -4.211 -2.220 6.911 -0.5 -0.8 -0.7 -0.725
N -0.297 -1.220 4.222 -1.2 -0.1 0.8 -0.355
H -1.983 0.827 4.512 0.4 0.0 0.5 -0.004
H -0.628 1.052 5.723 -0.2 0.6 -0.4 0.142
H -2.279 0.845 6.236 -0.3 -0.5 0.6 0.527
H -0.716 -1.185 6.416 0.7 0.2 -0.7 0.401
H -2.183 -2.757 5.040 -0.4 0.2 0.1 0.222
H -3.180 -1.253 4.874 0.0 -0.5 0.3 0.318
H -4.718 -1.302 6.696 -0.8 0.5 -0.3 0.326
H -4.483 -2.533 7.911 0.4 0.0 0.3 0.265
H -4.564 -3.021 6.206 0.4 0.6 0.4 0.265
H -0.893 -1.731 3.531 0.7 0.3 0.8 -0.144
H 0.489 -1.844 4.457 -0.6 0.5 -0.2 0.254
C 6.059 2.108 0.734 0.7 0.2 0.0 -1.514
C 4.675 1.500 1.063 0.9 0.7 1.0 0.249
C 4.031 2.309 2.209 -0.4 0.4 -2.0 -1.185
O 2.921 1.621 2.657 -1.8 -0.9 0.5 0.039
C 2.070 2.414 3.507 -1.1 -0.1 -2.1 -0.804
N 3.795 1.226 -0.046 0.1 0.8 -0.9 1.190
H 6.080 3.104 0.207 -0.5 -1.0 0.2 0.228
H 6.707 1.385 0.174 -0.6 0.6 0.3 0.272
H 6.571 2.317 1.693 -0.1 -0.2 -0.4 0.499
H 4.840 0.549 1.525 0.5 -0.9 0.3 0.228
H 3.741 3.311 1.854 0.1 -0.1 0.0 0.465
H 4.732 2.389 3.001 1.0 0.3 0.8 0.478
H 1.699 3.283 2.920 0.2 -0.4 0.3 0.361
H 2.627 2.750 4.318 1.0 0.6 1.7 0.510
H 1.179 1.853 3.832 0.7 -0.1 -0.2 -0.236
H 3.724 2.100 -0.584 -0.4 -0.4 0.1 -0.211
H 4.245 0.564 -0.680 -0.1 0.1 0.1 -0.355
O 2.209 -0.604 -2.262 0.8 2.6 0.6 0.316
H 2.962 -1.070 -2.609 1.1 -0.7 -0.4 0.023
H 1.481 -1.176 -2.253 -1.7 -1.6 0.1 -0.025
O 2.244 -1.382 2.295 0.2 -0.6 -0.9 -0.335
H 2.934 -0.893 2.738 0.4 0.4 0.3 0.129
H 2.650 -2.220 1.966 -0.5 0.7 0.5 0.208
O -0.491 0.704 -1.503 -0.2 -0.5 0.0 2.611
H -0.969 1.561 -1.467 -0.1 0.0 -0.2 -0.363
H -1.117 -0.023 -1.752 0.1 0.6 0.3 -0.570
O -0.198 0.754 2.123 0.6 -1.3 1.0 4.222
H -0.872 1.433 2.061 -1.2 0.7 -0.1 -0.776
H -0.305 0.178 2.930 0.2 0.4 -0.5 -0.782
O 1.891 -4.063 1.871 -0.1 0.8 -0.4 -0.679
H 1.365 -3.649 1.153 0.2 0.5 0.0 -0.145
H 1.591 -4.946 1.755 0.0 -1.5 0.2 0.343
O -1.598 3.304 -1.431 -0.7 0.0 -0.3 -0.807
H -1.560 3.580 -2.412 0.1 -0.5 0.7 0.313
H -0.800 3.637 -1.004 0.5 0.1 0.0 0.113
```
Positions in Å, forces in eV/Å.

As for the multiplicity: 1. The value obtained for the HOMO energy is -8.7 eV. The molecular weight comes out at 979.72 g/mol.



Record 2
The following is a quantum chemistry calculation of a structure of composition C32H18CoF5N4O3S, from OMol25.

```
64
Properties=species:S:1:pos:R:3:forces:R:3:lowdin_spin:R:1
Co -0.133 0.187 0.183 0.3 0.4 -0.6 0.951
O -1.851 2.888 -2.760 0.0 0.0 0.0 0.000
C -0.789 2.905 -3.584 0.2 -0.1 0.0 0.000
C -0.859 3.716 -4.717 0.0 0.1 0.0 0.000
C 0.202 3.787 -5.597 0.0 0.0 0.1 0.000
C 1.348 3.030 -5.376 0.1 0.0 -0.1 0.000
C 1.421 2.213 -4.264 0.0 0.0 0.0 0.000
C 0.372 2.143 -3.347 -0.1 0.2 -0.2 0.000
C 0.469 1.273 -2.163 0.1 -0.5 0.6 0.000
O -0.471 1.357 -1.252 -0.2 0.5 -0.7 -0.002
N 1.457 0.433 -2.045 0.2 0.3 -0.7 -0.001
N 1.308 -0.310 -0.893 0.2 -0.5 0.2 -0.005
C 2.008 -1.386 -0.781 0.1 0.3 -0.3 -0.002
C 1.944 -2.269 0.339 -0.2 -0.1 0.5 0.000
C 2.770 -3.407 0.368 0.0 0.1 -0.1 -0.001
C 2.782 -4.264 1.440 0.1 -0.2 0.0 0.000
C 1.951 -3.997 2.539 -0.1 0.2 -0.1 -0.001
C 1.115 -2.911 2.537 0.0 -0.1 0.1 0.000
C 1.067 -2.014 1.441 0.2 0.1 -0.3 0.000
O 0.261 -1.012 1.493 -0.1 -0.7 1.0 -0.003
H -1.597 2.309 -1.998 0.0 0.0 0.0 0.000
H -1.765 4.286 -4.880 0.0 0.0 0.0 0.000
H 0.140 4.441 -6.458 0.0 0.0 0.0 0.000
H 2.176 3.080 -6.072 0.0 0.0 0.0 0.000
H 2.295 1.605 -4.073 0.0 0.0 0.0 0.000
H 2.684 -1.625 -1.601 0.0 0.0 0.0 -0.001
H 3.411 -3.603 -0.486 0.0 0.0 0.0 0.000
H 3.424 -5.136 1.443 0.0 0.0 0.0 0.000
H 1.970 -4.656 3.400 0.0 0.0 0.0 0.000
H 0.444 -2.711 3.362 0.0 0.0 0.0 0.000
C -4.138 0.721 1.340 -0.3 0.1 0.2 0.000
C -2.973 0.294 0.690 0.2 0.1 -0.2 0.001
N -1.780 0.753 1.017 -0.6 0.0 0.2 0.000
C -1.678 1.687 1.981 -0.3 0.2 0.4 0.000
C -2.791 2.166 2.700 0.2 -0.5 -0.6 0.000
C -4.053 1.639 2.348 0.1 0.0 0.0 -0.001
C -2.600 3.134 3.718 0.5 0.5 0.4 0.000
C -1.362 3.628 3.998 -0.8 0.0 0.2 0.000
C -0.226 3.199 3.267 0.5 -0.3 -0.5 0.001
C 1.077 3.695 3.480 -0.2 -0.1 -0.1 -0.002
C 2.108 3.222 2.710 0.2 0.2 0.2 0.002
C 1.854 2.264 1.724 -0.3 -0.1 -0.1 0.003
N 0.648 1.790 1.499 0.2 0.1 0.0 0.040
C -0.374 2.228 2.252 -0.1 0.3 0.4 0.002
H -5.087 0.303 1.038 0.0 0.0 0.0 0.000
H -3.020 -0.423 -0.113 0.0 0.0 0.0 0.001
H -4.936 1.983 2.872 0.0 0.0 0.0 0.000
H -3.462 3.489 4.270 0.0 0.0 0.0 0.000
H -1.236 4.367 4.780 0.0 0.0 0.0 0.000
H 1.241 4.445 4.244 0.0 0.0 0.0 0.000
H 3.118 3.584 2.854 0.0 0.0 0.0 0.000
H 2.646 1.876 1.096 0.0 0.0 0.0 0.001
F -2.398 -4.937 -4.446 0.0 0.0 0.0 0.000
C -2.555 -4.440 -3.205 0.0 0.0 0.0 0.000
C -1.844 -3.328 -2.797 0.1 0.0 0.0 0.000
F -0.990 -2.742 -3.650 0.0 0.0 0.0 0.000
C -2.001 -2.823 -1.521 -0.1 -0.2 0.1 0.002
F -1.259 -1.721 -1.238 -0.3 -0.3 0.1 0.016
C -2.870 -3.393 -0.566 0.2 0.0 -0.6 0.000
S -3.094 -2.779 1.012 -0.1 0.1 0.5 0.000
C -3.570 -4.525 -1.035 0.2 0.3 0.0 0.000
F -4.429 -5.149 -0.220 -0.1 -0.1 0.0 0.000
C -3.424 -5.034 -2.307 0.0 0.0 0.0 0.000
F -4.128 -6.114 -2.690 0.0 0.0 0.0 0.000
```
Positions in Å, forces in eV/Å.

As for the multiplicity: 2. For the energy above the lowest of the compared OMol25 structures with the same formula, charge and spin, the calculation gives 2.5 kcal/mol. The value obtained for the HOMO energy (alpha / beta) is -3.9 / -3.9 eV. As for the net charge: -1. The molecular weight comes out at 692.51 g/mol. Its expectation value of S² is 0.7557.



It is found that the F_max values, taken in the order of the records, are 3.7 1.2 eV/Å.